Entry i
This record from the OMol25 dataset describes a 2-piece molecular cluster, C5H14 overall. The level of theory is ωB97M-V with the def2-TZVPD basis set.

Values from the calculation:
**HOMO**: -10.80 eV
**SMILES string**: CCC.CC
**E_LUMO**: 1.2 eV
**HOMO-LUMO gap**: 12.0 eV

Structure (ORCA input):
```
! RIJCOSX wB97M-V def2-TZVPD def2/J DEFGRID3
* xyz 0 1
C -0.34 -2.10 -1.52
C -1.32 -2.13 -0.35
H -0.65 -2.81 -2.30
H -0.18 -1.12 -1.94
H 0.62 -2.47 -1.18
H -2.33 -2.48 -0.53
H -1.41 -1.12 0.05
H -0.89 -2.60 0.54
C 0.69 1.08 0.96
C -0.05 2.22 1.65
C 1.08 1.17 -0.50
H 1.63 0.83 1.53
H 0.21 0.14 1.20
H 0.56 2.63 2.45
H -1.07 1.88 1.95
H 0.98 2.23 -0.80
H 2.14 1.00 -0.71
H -0.24 2.98 0.85
H 0.58 0.69 -1.35
*
```

Here are the natural (NBO) charges for atoms 1 to 6, given in e: number 1, C, carries -0.612; number 2, C, carries -0.622; number 3, H, carries 0.205; number 4, H, carries 0.204; number 5, H, carries 0.206; number 6, H, carries 0.209


Entry ii
This record from the OMol25 dataset describes a 2-piece molecular cluster, C5H14 overall. The level of theory is ωB97M-V with the def2-TZVPD basis set.

Values from the calculation:
**HOMO**: -10.79 eV
**SMILES string**: CCC.CC
**E_LUMO**: 1.1 eV
**HOMO-LUMO gap**: 11.9 eV

Structure (ORCA input):
```
! RIJCOSX wB97M-V def2-TZVPD def2/J DEFGRID3
* xyz 0 1
C 2.20 1.06 1.59
C 1.20 0.03 2.11
H 2.27 1.11 0.50
H 2.11 2.06 2.02
H 3.18 0.73 1.95
H 1.04 0.16 3.18
H 1.48 -0.96 1.77
H 0.15 0.22 1.83
C -1.76 -0.58 -1.67
C -0.75 0.44 -2.20
C -1.45 -1.01 -0.21
H -2.78 -0.46 -2.03
H -1.49 -1.52 -2.18
H -0.03 -0.04 -2.87
H -0.48 -1.51 -0.18
H -1.33 -0.18 0.48
H -2.28 -1.65 0.09
H -1.19 1.26 -2.78
H -0.10 0.83 -1.41
*
```

Here are the natural (NBO) charges for atoms 1 to 6, given in e: number 1, C, carries -0.609; number 2, C, carries -0.613; number 3, H, carries 0.203; number 4, H, carries 0.205; number 5, H, carries 0.200; number 6, H, carries 0.208


Most stable of them? entry ii.


Entry i
This record from the OMol25 dataset describes a 2-piece molecular cluster, C5H14 overall. The level of theory is ωB97M-V with the def2-TZVPD basis set.

Values from the calculation:
**HOMO**: -11.37 eV
**SMILES string**: CCC.CC
**E_LUMO**: 1.1 eV
**HOMO-LUMO gap**: 12.5 eV

Structure (ORCA input):
```
! RIJCOSX wB97M-V def2-TZVPD def2/J DEFGRID3
* xyz 0 1
C 2.36 2.13 -1.27
C 0.87 1.83 -1.40
H 2.60 3.12 -0.89
H 2.84 1.39 -0.64
H 2.80 2.03 -2.26
H 0.49 0.99 -0.82
H 0.18 2.63 -1.12
H 0.55 1.54 -2.41
C -1.00 -1.27 0.40
C -1.83 -0.35 1.30
C -0.57 -2.58 1.14
H -1.70 -1.58 -0.39
H -0.12 -0.85 -0.06
H -2.26 0.39 0.66
H -1.24 -3.41 0.95
H 0.40 -2.94 0.80
H -0.54 -2.32 2.19
H -2.61 -0.93 1.79
H -1.23 0.20 2.03
*
```

Here are the natural (NBO) charges for atoms 1 to 6, given in e: number 1, C, carries -0.618; number 2, C, carries -0.622; number 3, H, carries 0.210; number 4, H, carries 0.207; number 5, H, carries 0.207; number 6, H, carries 0.204


Entry ii
This record from the OMol25 dataset describes a 2-piece molecular cluster, C5H14 overall. The level of theory is ωB97M-V with the def2-TZVPD basis set.

Values from the calculation:
**HOMO**: -11.13 eV
**SMILES string**: CCC.CC
**E_LUMO**: 1.1 eV
**HOMO-LUMO gap**: 12.3 eV

Structure (ORCA input):
```
! RIJCOSX wB97M-V def2-TZVPD def2/J DEFGRID3
* xyz 0 1
C -0.99 -1.31 -0.06
C -1.50 -0.40 1.05
C -0.79 -2.81 0.30
H -0.04 -0.92 -0.45
H -1.57 -1.26 -0.99
H -0.86 0.48 1.19
H -2.52 -0.09 0.86
H -1.28 -3.49 -0.38
H -1.17 -2.96 1.31
H -1.47 -0.95 2.00
H 0.27 -3.02 0.37
C 1.39 2.60 -1.30
C 1.79 1.80 -0.04
H 1.00 1.94 -2.07
H 0.54 3.26 -1.10
H 2.20 3.19 -1.69
H 1.87 2.50 0.79
H 2.76 1.35 -0.21
H 1.08 1.00 0.12
*
```

Here are the natural (NBO) charges for atoms 1 to 6, given in e: number 1, C, carries -0.410; number 2, C, carries -0.613; number 3, C, carries -0.608; number 4, H, carries 0.194; number 5, H, carries 0.200; number 6, H, carries 0.209


Entry iii
This record from the OMol25 dataset describes a 2-piece molecular cluster, C5H14 overall. The level of theory is ωB97M-V with the def2-TZVPD basis set.

Values from the calculation:
**HOMO**: -10.87 eV
**SMILES string**: CCC.CC
**E_LUMO**: 1.0 eV
**HOMO-LUMO gap**: 11.9 eV

Structure (ORCA input):
```
! RIJCOSX wB97M-V def2-TZVPD def2/J DEFGRID3
* xyz 0 1
C 1.18 -1.93 -0.47
C 0.78 -3.34 -1.04
H 1.34 -1.98 0.60
H 2.21 -1.56 -0.89
H 0.43 -1.19 -0.82
H 1.25 -3.55 -2.02
H -0.38 -3.31 -1.18
H 1.17 -4.17 -0.41
C -0.29 1.60 0.35
C -0.92 2.78 -0.47
C -0.95 1.32 1.75
H 0.78 1.81 0.50
H -0.18 0.68 -0.16
H -1.28 2.28 -1.32
H -1.75 3.35 -0.02
H -1.03 2.09 2.48
H -0.22 0.58 2.24
H -0.21 3.52 -0.62
H -1.96 1.05 1.50
*
```

Here are the natural (NBO) charges for atoms 1 to 6, given in e: number 1, C, carries -0.614; number 2, C, carries -0.619; number 3, H, carries 0.209; number 4, H, carries 0.200; number 5, H, carries 0.203; number 6, H, carries 0.206


Most stable of them? entry ii.


Entry i
This record from the OMol25 dataset describes a 2-piece molecular cluster, C5H14 overall. The level of theory is ωB97M-V with the def2-TZVPD basis set.

Values from the calculation:
**HOMO**: -11.22 eV
**SMILES string**: CCC.CC
**E_LUMO**: 1.1 eV
**HOMO-LUMO gap**: 12.3 eV

Structure (ORCA input):
```
! RIJCOSX wB97M-V def2-TZVPD def2/J DEFGRID3
* xyz 0 1
C -0.54 -2.17 0.89
C -1.98 -2.68 0.67
H -0.36 -1.73 1.87
H 0.15 -2.99 0.72
H -0.29 -1.42 0.15
H -1.87 -3.52 -0.01
H -2.62 -1.88 0.33
H -2.40 -3.21 1.53
C 1.16 1.20 -0.36
C 1.42 1.81 -1.76
C 0.21 2.17 0.39
H 2.07 1.19 0.26
H 0.88 0.16 -0.27
H 1.29 1.00 -2.49
H 0.61 2.50 -1.99
H 0.79 3.04 0.69
H -0.16 1.73 1.32
H 2.34 2.39 -1.79
H -0.68 2.42 -0.19
*
```

Here are the natural (NBO) charges for atoms 1 to 6, given in e: number 1, C, carries -0.605; number 2, C, carries -0.613; number 3, H, carries 0.202; number 4, H, carries 0.201; number 5, H, carries 0.198; number 6, H, carries 0.204


Entry ii
This record from the OMol25 dataset describes a 2-piece molecular cluster, C5H14 overall. The level of theory is ωB97M-V with the def2-TZVPD basis set.

Values from the calculation:
**HOMO**: -10.62 eV
**SMILES string**: CCC.CC
**E_LUMO**: 1.1 eV
**HOMO-LUMO gap**: 11.7 eV

Structure (ORCA input):
```
! RIJCOSX wB97M-V def2-TZVPD def2/J DEFGRID3
* xyz 0 1
C 0.20 -0.95 -1.15
C 1.68 -0.47 -1.29
C -0.77 -0.20 -1.97
H 0.34 -2.04 -1.14
H -0.05 -0.95 -0.08
H 2.33 -1.31 -1.08
H 1.94 0.09 -0.37
H -0.77 -0.25 -3.06
H -1.81 -0.47 -1.72
H 1.91 0.02 -2.22
H -0.87 0.85 -1.65
C -0.49 0.44 2.78
C -0.59 1.09 1.42
H -1.46 0.03 3.06
H 0.16 -0.42 2.97
H -0.21 1.14 3.57
H -0.54 2.16 1.54
H -1.38 0.60 0.87
H 0.29 0.95 0.76
*
```

Here are the natural (NBO) charges for atoms 1 to 6, given in e: number 1, C, carries -0.427; number 2, C, carries -0.615; number 3, C, carries -0.629; number 4, H, carries 0.209; number 5, H, carries 0.206; number 6, H, carries 0.205


Entry iii
This record from the OMol25 dataset describes a 2-piece molecular cluster, C5H14 overall. The level of theory is ωB97M-V with the def2-TZVPD basis set.

Values from the calculation:
**HOMO**: -11.20 eV
**SMILES string**: CCC.CC
**E_LUMO**: 1.1 eV
**HOMO-LUMO gap**: 12.3 eV

Structure (ORCA input):
```
! RIJCOSX wB97M-V def2-TZVPD def2/J DEFGRID3
* xyz 0 1
C -1.58 -0.68 2.18
C -1.46 -1.41 0.91
H -2.60 -0.41 2.50
H -1.35 -1.24 3.13
H -1.05 0.36 2.11
H -2.24 -1.31 0.17
H -1.45 -2.45 1.18
H -0.57 -1.25 0.30
C 0.83 0.56 -0.49
C 0.49 -0.07 -1.82
C 1.84 1.66 -0.82
H 1.24 -0.21 0.23
H -0.01 0.99 0.06
H -0.54 -0.46 -1.95
H 0.37 0.57 -2.67
H 2.74 1.32 -1.26
H 2.12 2.29 0.09
H 1.14 -0.83 -2.16
H 1.47 2.32 -1.54
*
```

Here are the natural (NBO) charges for atoms 1 to 6, given in e: number 1, C, carries -0.623; number 2, C, carries -0.632; number 3, H, carries 0.212; number 4, H, carries 0.213; number 5, H, carries 0.200; number 6, H, carries 0.208


Entry iv
This record from the OMol25 dataset describes a 2-piece molecular cluster, C5H14 overall. The level of theory is ωB97M-V with the def2-TZVPD basis set.

Values from the calculation:
**HOMO**: -10.69 eV
**SMILES string**: CCC.CC
**E_LUMO**: 1.1 eV
**HOMO-LUMO gap**: 11.8 eV

Structure (ORCA input):
```
! RIJCOSX wB97M-V def2-TZVPD def2/J DEFGRID3
* xyz 0 1
C -0.58 -1.14 1.66
C -1.93 -1.77 1.29
H 0.18 -1.93 1.34
H -0.43 -0.47 0.81
H -0.46 -0.63 2.65
H -2.51 -0.93 0.85
H -2.46 -2.23 2.13
H -2.05 -2.23 0.31
C 0.84 0.44 -1.25
C 2.12 1.12 -0.86
C -0.34 1.36 -0.88
H 0.73 -0.02 -2.21
H 0.88 -0.48 -0.57
H 2.82 0.28 -0.78
H 2.05 1.82 0.01
H -0.44 1.92 -1.85
H -1.37 0.98 -0.66
H 2.52 1.74 -1.64
H -0.14 2.11 -0.15
*
```

Here are the natural (NBO) charges for atoms 1 to 6, given in e: number 1, C, carries -0.633; number 2, C, carries -0.635; number 3, H, carries 0.202; number 4, H, carries 0.215; number 5, H, carries 0.222; number 6, H, carries 0.198


Most stable of them? entry i.


Entry i
This record from the OMol25 dataset describes a 2-piece molecular cluster, C5H14 overall. The level of theory is ωB97M-V with the def2-TZVPD basis set.

Values from the calculation:
**HOMO**: -11.09 eV
**SMILES string**: CCC.CC
**E_LUMO**: 1.1 eV
**HOMO-LUMO gap**: 12.1 eV

Structure (ORCA input):
```
! RIJCOSX wB97M-V def2-TZVPD def2/J DEFGRID3
* xyz 0 1
C 2.09 -1.28 -0.17
C 3.10 -0.96 0.94
H 2.32 -2.20 -0.65
H 1.17 -1.62 0.26
H 1.93 -0.44 -0.87
H 3.19 -1.77 1.63
H 2.75 0.00 1.70
H 3.98 -0.56 0.56
C -1.43 0.38 -0.58
C -1.78 1.71 -1.18
C -2.30 0.18 0.71
H -1.50 -0.40 -1.23
H -0.41 0.29 -0.37
H -1.40 2.63 -0.61
H -2.87 1.95 -1.20
H -2.28 -0.79 1.01
H -1.90 0.83 1.53
H -1.28 1.76 -2.07
H -3.37 0.27 0.60
*
```

Here are the natural (NBO) charges for atoms 1 to 6, given in e: number 1, C, carries -0.620; number 2, C, carries -0.582; number 3, H, carries 0.207; number 4, H, carries 0.204; number 5, H, carries 0.207; number 6, H, carries 0.206


Entry ii
This record from the OMol25 dataset describes a 2-piece molecular cluster, C5H14 overall. The level of theory is ωB97M-V with the def2-TZVPD basis set.

Values from the calculation:
**HOMO**: -10.95 eV
**SMILES string**: CCC.CC
**E_LUMO**: 1.1 eV
**HOMO-LUMO gap**: 12.0 eV

Structure (ORCA input):
```
! RIJCOSX wB97M-V def2-TZVPD def2/J DEFGRID3
* xyz 0 1
C -0.57 -2.45 2.00
C -1.61 -1.31 1.92
H 0.34 -2.07 2.68
H -0.99 -3.27 2.57
H -0.26 -2.60 0.99
H -2.45 -1.78 1.41
H -1.27 -0.43 1.41
H -1.98 -1.04 2.92
C 0.73 0.87 -1.18
C -0.46 1.67 -1.73
C 2.11 1.53 -1.26
H 0.36 0.40 -0.22
H 0.94 0.00 -1.82
H -0.47 1.56 -2.85
H 2.14 1.80 -2.30
H 2.14 2.34 -0.53
H -0.31 2.72 -1.59
H -1.35 1.18 -1.34
H 2.97 0.90 -1.09
*
```

Here are the natural (NBO) charges for atoms 1 to 6, given in e: number 1, C, carries -0.600; number 2, C, carries -0.602; number 3, H, carries 0.190; number 4, H, carries 0.208; number 5, H, carries 0.208; number 6, H, carries 0.197


Most stable of them? entry ii.